Below is a single C5H8N2O molecule in a non-equilibrium geometry, with properties calculated with ωB97M-V with the def2-TZVPD basis set.

Each line ends with the Mulliken charge.
Element x y z (Å)
C (-0.557, -0.641, -0.952)  -0.3043
C (0.813, -0.177, -0.567)  0.4267
N (2.051, -0.866, -0.626)  -0.5551
C (0.338, 0.629, 0.548)  -0.1233
C (-1.278, 0.187, 0.576)  -0.0269
C (-1.679, -0.449, 1.711)  -0.9132
O (-1.091, -0.019, -1.994)  -0.3320
N (0.784, 1.336, -0.630)  -0.7451
H (-0.605, 0.812, -2.190)  0.3222
H (2.199, -1.246, -1.553)  0.2726
H (2.068, -1.642, 0.035)  0.2993
H (1.715, 1.725, -0.482)  0.2997
H (0.809, 0.730, 1.515)  0.4686
H (-1.900, 1.008, 0.227)  0.3257
H (-1.129, -1.288, 2.118)  0.2955
H (-2.537, -0.101, 2.265)  0.2896

Forces on the atoms, in the same order (eV/Å):
C -0.5 -0.3 0.0
C 0.6 0.9 0.5
N -0.2 -0.2 0.0
C -1.1 -1.5 0.0
C 1.6 1.4 0.0
C -0.1 -0.2 0.2
O 0.0 0.2 -0.1
N -0.3 0.0 -0.5
H 0.2 -0.2 0.0
H 0.1 0.0 0.0
H 0.0 0.2 -0.2
H -0.1 -0.2 0.1
H 0.0 0.1 -0.1
H -0.1 -0.1 0.0
H 0.1 0.1 0.1
H -0.3 -0.2 -0.1

energy above the lowest of the compared OMol25 structures with the same formula, charge and spin = 150.29 kcal/mol
energy = -10336.2089 eV
E_HOMO (spin up / spin down) = -0.288 / -0.278 hartree
orbital gap (spin up / spin down) = 7.74 / 7.37 eV

Below is a single C4H9N3O molecule in a non-equilibrium geometry, with properties calculated with ωB97M-V with the def2-TZVPD basis set.

Each line ends with the Mulliken charge.
Element x y z (Å)
H (0.508, 0.779, 2.157)  0.1926
N (0.533, -0.023, 1.515)  -0.6867
C (1.095, 0.203, 0.307)  0.2851
N (2.421, 0.541, 0.126)  -0.4520
C (0.177, -0.213, -0.652)  -0.4456
N (0.402, -1.052, -1.775)  -0.5725
C (-1.011, -0.346, 0.169)  1.1603
C (-1.922, 0.778, 0.571)  -1.3097
O (-1.681, -1.513, 0.124)  -0.5081
H (2.640, 1.104, -0.682)  0.2243
H (2.929, 0.785, 0.962)  0.2528
H (1.351, -1.408, -1.809)  0.2439
H (0.146, -0.640, -2.664)  0.2058
H (-1.376, 1.717, 0.624)  0.3501
H (-2.722, 0.866, -0.172)  0.3323
H (-2.378, 0.570, 1.540)  0.3395
H (-1.112, -2.150, -0.341)  0.3879

Forces on the atoms, in the same order (eV/Å):
H 0.8 -0.1 0.0
N -1.5 0.4 0.2
C -0.2 -0.6 -0.6
N -0.1 0.3 -0.1
C 0.6 0.2 0.5
N -0.1 0.0 -0.2
C 0.1 -0.5 0.0
C 0.1 -0.1 0.2
O 0.3 0.4 0.0
H 0.0 0.0 0.1
H 0.0 0.0 0.0
H -0.1 0.0 0.0
H 0.2 -0.1 0.0
H 0.0 -0.1 -0.1
H 0.1 0.0 0.0
H 0.0 0.0 -0.1
H 0.0 0.1 0.0

energy above the lowest of the compared OMol25 structures with the same formula, charge and spin = 62.87 kcal/mol
energy = -10809.7357 eV
E_HOMO = -0.267 hartree
orbital gap = 8.12 eV
SMILES = [H]/N=C(N)/C(N)=C(\C)O

Below is a molecular structure, C27H25GdN4O2 in a non-equilibrium geometry, with properties calculated with ωB97M-V with the def2-TZVPD basis set.

Each line ends with the Löwdin spin population.
Element x y z (Å)
Gd (0.647, -0.117, 0.258)  5.1389
C (-3.199, -2.606, 0.940)  0.0429
C (-3.503, -2.350, 2.276)  0.0203
C (-2.557, -1.750, 3.072)  0.0229
C (-1.310, -1.395, 2.541)  0.0310
N (-1.027, -1.627, 1.230)  0.0467
C (-1.960, -2.228, 0.477)  0.0100
C (-0.267, -0.759, 3.339)  0.1134
C (-0.322, -0.698, 4.722)  -0.0077
C (0.716, -0.105, 5.430)  0.1392
C (1.807, 0.397, 4.731)  -0.0113
C (1.838, 0.303, 3.350)  0.1187
N (0.803, -0.254, 2.648)  0.2195
C (2.951, 0.805, 2.552)  0.0403
C (4.153, 1.269, 3.103)  0.0235
C (5.148, 1.743, 2.279)  0.0256
C (4.941, 1.756, 0.899)  0.0450
C (3.745, 1.271, 0.420)  0.0123
N (2.772, 0.798, 1.207)  0.0516
H (-3.911, -3.079, 0.279)  0.0022
H (-4.476, -2.606, 2.674)  0.0005
H (-2.788, -1.540, 4.106)  0.0004
H (-1.688, -2.400, -0.556)  0.0001
H (-1.157, -1.126, 5.258)  -0.0037
H (0.679, -0.041, 6.509)  0.0106
H (2.622, 0.857, 5.271)  -0.0039
H (4.314, 1.246, 4.171)  0.0004
H (6.082, 2.098, 2.694)  0.0007
H (5.698, 2.125, 0.222)  0.0026
H (3.528, 1.246, -0.642)  -0.0002
O (-0.384, -1.011, -2.002)  0.0087
C (0.266, 0.304, -2.109)  0.0485
O (1.517, 0.115, -1.537)  -0.0074
C (0.325, 0.731, -3.632)  0.0294
N (-0.349, -0.284, -4.464)  0.0034
C (0.487, -0.598, -5.627)  0.0011
C (1.893, -0.432, -5.072)  0.0004
C (1.753, 0.818, -4.201)  0.0021
H (-0.165, 1.704, -3.699)  0.0065
H (-1.283, -0.005, -4.728)  -0.0001
H (-0.409, -1.325, -2.929)  0.0005
H (0.327, 0.099, -6.459)  0.0001
H (0.274, -1.607, -5.985)  0.0001
H (2.644, -0.328, -5.854)  0.0001
H (2.146, -1.292, -4.448)  0.0000
H (1.867, 1.723, -4.802)  0.0002
H (2.477, 0.841, -3.395)  0.0000
C (-0.458, 1.298, -1.182)  0.4960
C (-1.821, 0.992, -0.818)  0.0427
C (-2.805, 0.427, -1.667)  0.0882
C (-4.098, 0.216, -1.238)  -0.0065
C (-4.476, 0.516, 0.068)  0.1048
C (-3.539, 1.070, 0.930)  -0.0088
C (-2.254, 1.330, 0.491)  0.0897
H (-2.533, 0.177, -2.683)  0.0038
H (-4.827, -0.205, -1.921)  -0.0029
H (-5.489, 0.336, 0.405)  0.0066
H (-3.822, 1.330, 1.944)  -0.0027
H (-1.546, 1.829, 1.147)  0.0028

Forces on the atoms, in the same order (eV/Å):
Gd -0.3 -0.2 2.5
C 0.1 -0.1 0.1
C 0.1 0.0 -0.1
C -0.1 -0.1 0.1
C 0.1 -0.1 -0.1
N -0.5 -0.2 0.6
C -0.1 -0.2 -0.2
C -0.1 -0.1 0.5
C -0.2 -0.1 -0.4
C 0.1 0.1 0.3
C 0.1 0.0 -0.2
C 0.3 0.1 0.4
N 0.0 0.1 -0.2
C -0.2 0.0 0.0
C 0.2 0.1 0.1
C -0.1 0.0 0.0
C 0.0 0.0 0.0
C 0.1 0.1 -0.2
N -0.1 -0.1 0.3
H 0.0 0.0 0.0
H 0.0 0.0 0.1
H 0.0 0.0 0.0
H 0.0 0.1 0.0
H 0.0 0.0 0.0
H 0.0 0.0 0.0
H 0.0 0.0 0.0
H -0.1 0.0 0.0
H 0.0 0.0 0.0
H 0.0 0.0 0.0
H 0.0 0.0 0.0
O 0.1 0.3 -0.2
C -0.4 0.0 -0.5
O 1.7 0.3 -2.4
C 0.1 0.0 0.1
N 0.0 0.0 -0.1
C 0.0 0.0 0.0
C -0.1 0.0 0.0
C 0.0 -0.1 0.1
H -0.1 0.0 0.0
H 0.0 0.0 0.0
H -0.1 -0.1 -0.1
H 0.0 0.0 0.0
H 0.0 0.0 0.0
H 0.0 0.0 0.0
H 0.0 0.0 0.0
H -0.1 0.0 0.0
H 0.1 0.1 0.0
C -0.3 -0.7 0.3
C -0.4 0.8 -0.1
C 0.0 0.0 -0.1
C -0.1 -0.1 -0.1
C 0.0 0.1 0.1
C -0.1 0.0 0.1
C 0.1 0.1 -0.2
H 0.0 0.0 0.0
H 0.0 0.0 0.0
H 0.0 0.0 0.0
H 0.0 0.0 0.0
H 0.0 0.0 0.0

2S+1 = 8
energy = -59290.6725 eV
E_HOMO (spin up / spin down) = -0.178 / -0.266 hartree
orbital gap (spin up / spin down) = 4.71 / 6.95 eV
⟨S²⟩ = 16.148